Here is a cluster of 6 separate species, C18H32O18 in total at a distorted geometry from the OMol25 dataset. Energies are from ωB97M-V/def2-TZVPD.

```
! RIJCOSX wB97M-V def2-TZVPD def2/J DEFGRID3
* xyz 0 1
C 1.826 6.032 5.902
O 2.278 4.834 5.369
C 2.590 3.898 6.206
O 2.684 3.927 7.459
O 2.956 2.870 5.477
C 3.263 1.570 6.131
H 1.026 5.890 6.628
H 1.342 6.630 5.130
H 2.652 6.495 6.442
H 3.169 0.712 5.465
H 2.483 1.417 6.877
H 4.242 1.517 6.608
C -2.451 -5.395 -5.597
O -3.834 -5.046 -5.299
C -4.335 -4.055 -6.144
O -3.944 -3.778 -7.276
O -5.421 -3.512 -5.581
C -6.060 -2.419 -6.269
H -1.791 -4.533 -5.690
H -2.483 -5.918 -6.552
H -2.028 -6.073 -4.856
H -5.511 -1.499 -6.469
H -6.880 -2.029 -5.667
H -6.519 -2.932 -7.114
C -4.463 -0.061 -0.758
O -3.414 0.451 -0.020
C -2.209 0.590 -0.475
O -1.824 0.342 -1.631
O -1.337 0.974 0.513
C 0.079 0.868 0.349
H -5.200 -0.477 -0.072
H -4.200 -0.924 -1.371
H -4.906 0.759 -1.323
H 0.337 0.581 -0.671
H 0.325 0.177 1.155
H 0.502 1.839 0.608
C 2.978 -4.820 -0.384
O 4.359 -5.050 -0.036
C 4.948 -4.234 0.794
O 4.342 -3.427 1.516
O 6.375 -4.472 0.640
C 7.256 -3.706 1.442
H 2.393 -4.755 0.534
H 2.596 -5.629 -1.005
H 2.845 -3.983 -1.069
H 7.195 -2.720 0.981
H 8.288 -4.053 1.381
H 6.823 -3.560 2.431
O -7.991 4.075 1.731
C -7.839 3.390 2.792
O -8.712 3.331 3.724
C -8.254 2.542 4.868
C -7.116 1.884 4.321
O -6.831 2.511 3.154
H -7.852 3.230 5.612
H -8.904 1.869 5.426
H -7.343 0.823 4.221
H -6.170 2.018 4.846
O 4.616 3.592 -3.071
C 5.380 2.920 -3.726
O 6.668 2.757 -3.409
C 7.337 2.019 -4.377
C 6.225 1.546 -5.368
O 5.094 2.282 -4.874
H 8.034 2.568 -5.009
H 7.766 1.124 -3.926
H 6.111 0.473 -5.220
H 6.439 1.734 -6.420
*
```

As for the SMILES: COC(=O)OC.COC(=O)OC.COC(=O)OC.COC(=O)OC.O=C1OCCO1.O=C1OCCO1. The total energy is -56035.9273 eV. As for the largest force on an atom: 5.78 eV Å⁻¹.

=====

Here is a cluster of 10 separate species, C18H33B7F28N6 in total at a distorted geometry from the OMol25 dataset. Energies are from ωB97M-V/def2-TZVPD.

```
! RIJCOSX wB97M-V def2-TZVPD def2/J DEFGRID3
* xyz -4 1
C 0.007 0.051 -1.642
C -1.149 1.001 -1.794
N -1.759 1.401 -0.532
C -2.809 0.768 0.086
C -3.031 1.419 1.293
N -2.127 2.440 1.381
C -1.332 2.472 0.232
C -1.958 3.464 2.460
H 0.362 -0.237 -2.632
H -0.276 -0.823 -1.057
H 0.850 0.472 -1.094
H -1.906 0.610 -2.474
H -0.659 1.823 -2.315
H -3.261 -0.081 -0.405
H -3.712 1.286 2.121
H -0.528 3.171 0.052
H -0.926 3.427 2.808
H -2.623 3.271 3.302
H -2.146 4.481 2.118
C -1.536 -6.735 -1.741
C -1.180 -7.903 -2.667
N -0.404 -8.926 -1.892
C -0.775 -9.706 -0.803
C 0.269 -10.533 -0.375
N 1.322 -10.122 -1.155
C 0.936 -9.035 -1.920
C 2.718 -10.634 -1.088
H -2.103 -6.072 -2.394
H -0.700 -6.102 -1.446
H -2.240 -6.917 -0.929
H -0.583 -7.549 -3.508
H -2.064 -8.465 -2.970
H -1.812 -9.663 -0.504
H 0.217 -11.291 0.392
H 1.631 -8.521 -2.568
H 2.854 -11.529 -1.696
H 3.006 -10.869 -0.064
H 3.433 -9.867 -1.388
C 4.787 4.925 -3.186
C 6.164 4.285 -2.827
N 5.954 2.920 -2.334
C 5.863 1.767 -3.098
C 5.617 0.703 -2.248
N 5.587 1.241 -0.956
C 5.897 2.613 -1.017
C 5.440 0.393 0.271
H 4.865 5.938 -3.580
H 4.190 5.082 -2.288
H 4.225 4.239 -3.821
H 6.808 4.771 -2.094
H 6.783 4.200 -3.721
H 5.956 1.849 -4.171
H 5.426 -0.356 -2.347
H 6.011 3.320 -0.209
H 4.704 0.765 0.984
H 6.352 0.248 0.849
H 5.087 -0.560 -0.124
B -0.046 8.968 0.031
F 1.154 9.171 -0.619
F -0.317 7.696 -0.287
F 0.414 9.059 1.363
F -0.976 9.932 -0.339
B -8.444 1.502 5.318
F -9.523 2.131 5.841
F -7.481 2.233 5.859
F -8.344 0.192 5.790
F -8.571 1.478 3.926
B -0.409 2.883 9.026
F -1.700 3.255 8.749
F -0.316 1.681 9.732
F 0.162 2.701 7.801
F 0.200 3.978 9.786
B 0.146 2.483 -8.157
F -0.474 1.592 -7.279
F 0.834 3.359 -7.316
F 0.999 1.835 -8.938
F -0.779 3.135 -8.970
B -3.543 -0.949 6.871
F -3.996 -2.196 6.582
F -2.509 -1.234 7.728
F -2.927 -0.241 5.884
F -4.560 -0.280 7.454
B 4.015 5.958 2.560
F 4.011 6.524 1.299
F 3.401 6.966 3.355
F 3.288 4.800 2.564
F 5.260 5.793 3.188
B -7.770 -2.532 -3.227
F -8.133 -2.968 -1.983
F -6.574 -1.843 -2.964
F -7.482 -3.620 -4.099
F -8.731 -1.763 -3.804
*
```

The total energy is -109001.3816 eV. As for the largest force on an atom: 4.25 eV Å⁻¹.

=====

Here is a structure of composition C18H33BF4MgN9OP2SbSe4 from the OMol25 dataset. Energies are from ωB97M-V/def2-TZVPD.

```
! RIJCOSX wB97M-V def2-TZVPD def2/J DEFGRID3
* xyz -2 1
Mg 0.812 0.218 0.741
C -2.770 1.507 4.812
N -1.841 1.762 3.732
C -1.331 2.986 3.401
C -0.525 2.787 2.320
N -0.551 1.465 1.970
C -1.340 0.860 2.844
P -1.665 -0.926 3.033
C 0.086 -1.457 3.075
N 1.139 -0.675 2.870
C 2.236 -1.485 2.986
C 1.838 -2.762 3.252
N 0.474 -2.726 3.343
C -0.392 -3.888 3.437
C -2.224 -1.233 1.327
N -2.029 -0.378 0.340
C -2.527 -0.988 -0.775
C -3.012 -2.226 -0.452
N -2.838 -2.365 0.896
C -3.340 -3.484 1.677
H -2.655 2.287 5.562
H -2.557 0.543 5.266
H -3.800 1.505 4.452
H -1.555 3.869 3.974
H 0.112 3.483 1.802
H 3.226 -1.107 2.795
H 2.370 -3.700 3.285
H 0.167 -4.721 3.850
H -0.709 -4.191 2.438
H -1.246 -3.647 4.066
H -2.455 -0.515 -1.740
H -3.397 -3.040 -1.045
H -4.406 -3.610 1.487
H -3.191 -3.275 2.731
H -2.816 -4.407 1.389
Se -1.586 -5.888 -0.455
Sb 0.867 -5.310 -0.269
Se 0.828 -2.353 0.021
Se 2.966 -2.048 -0.913
Se 1.638 -6.173 1.905
C 3.200 1.959 -2.170
N 2.231 1.398 -3.118
C 2.780 0.312 -3.930
P 0.687 1.328 -2.551
O 0.572 1.012 -1.108
N 0.069 2.854 -2.795
C 0.650 3.851 -3.660
C -0.919 3.357 -1.859
N -0.186 0.299 -3.496
C -0.722 0.701 -4.778
C -0.013 -1.148 -3.336
H 3.590 1.180 -1.508
H 2.731 2.719 -1.546
H 4.026 2.411 -2.726
H 2.992 -0.574 -3.320
H 3.702 0.671 -4.397
H 2.083 0.043 -4.724
H 1.414 3.399 -4.287
H 1.116 4.658 -3.080
H -0.117 4.302 -4.304
H -1.351 2.540 -1.286
H -1.720 3.874 -2.401
H -0.470 4.063 -1.150
H -0.962 1.763 -4.779
H -1.638 0.137 -4.972
H -0.023 0.495 -5.601
H 0.623 -1.384 -2.480
H 0.456 -1.570 -4.231
H -0.981 -1.627 -3.185
F 2.585 2.561 2.854
B 2.845 2.490 1.507
F 2.030 3.378 0.781
F 4.184 2.707 1.220
F 2.532 1.144 0.986
*
```

The total energy is -338167.4036 eV. As for the largest force on an atom: 0.81 eV Å⁻¹.

=====

Here is a cluster of 2 separate species, C18H33BrCl2N5O3P2 in total at a distorted geometry from the OMol25 dataset. Energies are from ωB97M-V/def2-TZVPD.

```
! RIJCOSX wB97M-V def2-TZVPD def2/J DEFGRID3
* xyz 1 1
C 4.674 -0.920 0.915
C 4.857 0.349 0.051
C 4.715 0.106 -1.471
C 3.353 0.582 -2.076
C 2.635 -0.603 -2.759
C 1.107 -0.530 -2.695
N 0.576 -0.361 -1.336
Br 1.426 -1.317 0.024
C -0.799 -0.276 -1.235
N -1.328 0.970 -0.989
C -0.312 1.951 -0.533
C 0.160 1.672 0.869
O -0.292 0.900 1.570
Cl 1.557 2.669 1.337
P -2.119 1.615 -2.463
N -3.488 2.492 -1.906
O -1.142 2.792 -3.008
N -1.608 -1.265 -1.367
C -3.077 -1.157 -1.202
C -3.879 -1.631 -2.414
C -5.366 -1.549 -2.017
N -5.792 -2.690 -1.180
P -0.939 -2.907 -1.776
O -1.241 -2.920 -3.377
Cl -2.259 -4.276 -0.968
H 3.832 -0.827 1.599
H 5.540 -1.097 1.545
H 4.533 -1.810 0.305
H 5.887 0.657 0.214
H 4.233 1.163 0.405
H 4.899 -0.950 -1.654
H 5.507 0.660 -1.969
H 2.736 0.957 -1.259
H 3.572 1.388 -2.768
H 2.864 -0.545 -3.822
H 2.974 -1.575 -2.419
H 0.713 -1.382 -3.255
H 0.829 0.364 -3.264
H 0.508 2.117 -1.218
H -0.814 2.921 -0.471
H -3.252 2.967 -1.033
H -4.216 1.807 -1.719
H -1.458 3.119 -3.864
H -3.421 -0.172 -0.921
H -3.340 -1.818 -0.378
H -3.752 -0.976 -3.272
H -3.692 -2.668 -2.671
H -5.990 -1.483 -2.903
H -5.502 -0.622 -1.446
H -6.231 -2.333 -0.340
H -4.972 -3.188 -0.848
H -1.516 -3.816 -3.640
C 0.124 0.068 6.640
C -0.098 0.170 5.274
C 0.450 1.225 4.556
C 1.228 2.173 5.206
C 1.453 2.070 6.572
C 0.898 1.020 7.290
H -0.306 -0.753 7.200
H -0.700 -0.575 4.767
H 0.269 1.303 3.490
H 1.661 2.995 4.647
H 2.062 2.809 7.078
H 1.069 0.942 8.356
*
```

The total energy is -146453.4158 eV. As for the largest force on an atom: 4.86 eV Å⁻¹.

=====

Here is a cluster of 3 separate species, C18H33BrF6NO9PS in total at a distorted geometry from the OMol25 dataset. Energies are from ωB97M-V/def2-TZVPD.

```
! RIJCOSX wB97M-V def2-TZVPD def2/J DEFGRID3
* xyz 0 1
C 1.008 -2.858 4.308
C 1.955 -1.648 4.879
C 2.576 -0.714 3.679
Br 3.300 -1.781 2.112
C 1.561 0.487 3.215
O 0.125 0.109 3.218
C -0.610 1.317 2.824
C -1.448 1.997 4.103
N -1.092 1.161 5.338
C -1.534 1.192 1.481
O -2.850 0.583 1.640
C -2.896 -0.612 2.463
S -2.016 -2.124 1.795
C -4.513 -1.046 2.536
C -5.419 -0.006 3.425
O -6.559 -0.712 4.095
P -0.558 0.554 -0.082
O 0.587 -0.680 0.334
O 0.338 1.844 -0.832
H -0.016 -2.832 4.922
H 0.722 -2.743 3.176
H 1.583 -3.871 4.454
H 1.252 -0.930 5.523
H 2.849 -1.994 5.555
H 3.535 -0.177 4.144
H 1.940 0.855 2.149
H 1.662 1.343 4.041
H 0.224 2.134 2.569
H -1.055 3.105 4.305
H -2.608 1.975 3.897
H -0.343 1.669 5.890
H -1.933 0.990 5.939
H -1.764 2.328 1.178
H -2.575 -0.495 3.583
H -2.722 -2.602 0.669
H -4.890 -0.932 1.409
H -4.668 -2.173 2.810
H -5.939 0.753 2.670
H -4.808 0.664 4.175
H -6.371 -1.714 4.117
H 1.224 -0.879 -0.415
H 1.007 1.377 -1.448
C -1.494 1.500 -3.557
C -0.595 0.729 -4.505
O -1.380 -0.017 -5.448
C -1.838 0.681 -6.537
O -1.615 1.873 -6.728
C -2.611 -0.241 -7.479
F -3.479 -1.061 -6.820
F -1.783 -1.059 -8.191
F -3.356 0.438 -8.397
H -2.209 0.828 -3.072
H -0.903 2.004 -2.787
H -2.079 2.254 -4.093
H -0.004 0.001 -3.939
H 0.114 1.388 -5.019
C 6.254 0.702 -2.500
C 5.616 0.837 -3.871
O 4.868 -0.345 -4.196
C 3.602 -0.420 -3.675
O 3.102 0.448 -2.964
C 2.904 -1.697 -4.140
F 3.707 -2.797 -4.058
F 2.502 -1.618 -5.441
F 1.788 -1.990 -3.415
H 6.859 -0.209 -2.445
H 6.890 1.564 -2.282
H 5.493 0.626 -1.717
H 6.399 0.936 -4.630
H 4.987 1.731 -3.938
*
```

As for the SMILES: CC[C@@H](Br)CO[C@H](CN)[C@H](O[C@H](S)CCO)P(O)O.CCOC(=O)C(F)(F)F.CCOC(=O)C(F)(F)F. The total energy is -145584.4079 eV. As for the largest force on an atom: 3.30 eV Å⁻¹.

=====

Here is a structure of composition C18H33BrF9LuNOPS at a distorted geometry from the OMol25 dataset. Energies are from ωB97M-V/def2-TZVPD.

```
! RIJCOSX wB97M-V def2-TZVPD def2/J DEFGRID3
* xyz 2 1
C -3.707 1.663 2.737
C -2.537 1.969 1.806
C -2.978 2.144 0.357
C -1.790 2.200 -0.608
C -2.141 1.659 -2.006
C -1.887 0.136 -2.130
C -0.733 -0.299 -3.053
C 0.460 -0.938 -2.342
P 1.433 0.229 -1.246
C 2.760 0.806 -2.656
C 2.281 2.029 -3.374
C 2.595 3.338 -2.646
Br 0.927 4.228 -2.185
C 2.818 -1.141 -0.725
C 2.275 -2.063 0.331
C 2.402 -1.413 1.749
C 1.114 -1.206 2.567
C 0.525 -2.379 3.329
F 1.673 -3.268 3.662
F 0.061 -2.040 4.495
C -0.492 -3.314 2.606
F -0.821 -4.277 3.450
F 0.172 -4.028 1.525
S -2.077 -2.536 1.879
F -2.920 -3.109 3.055
F -1.787 -1.249 2.726
F -1.148 -1.984 0.717
F -2.281 -3.875 1.078
F -3.303 -1.891 1.219
O 2.415 1.370 -0.107
C 1.730 1.756 0.881
N 1.109 2.005 1.814
H -4.491 2.410 2.656
H -3.376 1.665 3.774
H -4.112 0.673 2.533
H -2.042 2.874 2.152
H -1.825 1.144 1.872
H -3.562 3.057 0.277
H -3.600 1.287 0.090
H -1.374 3.201 -0.666
H -1.027 1.548 -0.178
H -3.194 1.840 -2.195
H -1.547 2.179 -2.756
H -1.775 -0.276 -1.127
H -2.793 -0.314 -2.530
H -1.128 -1.070 -3.713
H -0.427 0.515 -3.706
H 0.066 -1.796 -1.791
H 1.141 -1.364 -3.079
H 0.591 1.360 -1.561
H 0.643 -0.036 -0.073
H 3.665 1.033 -2.099
H 2.966 -0.037 -3.309
H 2.780 2.026 -4.348
H 1.219 2.002 -3.597
H 3.145 3.192 -1.726
H 3.115 4.027 -3.296
H 3.684 -0.596 -0.364
H 3.092 -1.631 -1.655
H 1.245 -2.293 0.075
H 2.947 -2.961 0.247
H 3.190 -1.894 2.327
H 2.763 -0.404 1.574
H 0.376 -0.737 1.928
H 1.340 -0.471 3.339
Lu 2.154 -4.677 2.018
*
```

The total energy is -170956.8960 eV. As for the largest force on an atom: 2.13 eV Å⁻¹.

=====

Here is a cluster of 2 separate species, C18H33ClFI2NO3PS in total at a distorted geometry from the OMol25 dataset. Energies are from ωB97M-V/def2-TZVPD.

```
! RIJCOSX wB97M-V def2-TZVPD def2/J DEFGRID3
* xyz 1 1
C -0.801 -1.675 -3.591
C -0.404 -1.381 -2.126
F -0.628 -2.531 -1.385
C 1.048 -0.887 -2.055
P 1.643 -0.531 -0.334
C 0.218 -0.399 0.811
C -0.514 0.939 0.495
C -1.932 0.990 1.133
C -3.059 0.708 0.110
N -4.075 -0.261 0.530
C -5.196 -0.355 -0.237
C -6.005 -1.283 0.363
C -5.321 -1.778 1.502
C -4.119 -1.116 1.578
C 2.436 1.120 -0.457
C 2.957 1.724 0.883
C 2.413 3.139 1.233
C 2.228 4.089 0.046
S 3.754 4.424 -0.829
O 3.743 3.673 -2.041
O 4.881 4.241 0.016
Cl 3.583 6.390 -1.378
C 2.803 -1.892 0.097
I 3.812 -1.574 1.955
C 1.910 -3.226 0.201
C 1.995 -4.076 -1.075
I 2.563 -4.546 1.807
H -0.653 -2.747 -3.752
H -0.195 -1.067 -4.270
H -1.854 -1.449 -3.775
H -1.069 -0.581 -1.785
H 1.716 -1.607 -2.538
H 1.090 0.052 -2.620
H -0.508 -1.201 0.631
H 0.576 -0.432 1.845
H 0.075 1.737 0.960
H -0.574 1.159 -0.578
H -1.914 0.325 2.006
H -2.065 2.017 1.487
H -3.586 1.654 -0.063
H -2.672 0.410 -0.875
H -5.442 0.175 -1.145
H -6.985 -1.605 0.037
H -5.615 -2.503 2.248
H -3.339 -1.228 2.313
H 1.728 1.748 -1.003
H 3.288 0.965 -1.135
H 2.636 1.064 1.692
H 4.045 1.790 0.841
H 1.509 3.080 1.848
H 3.166 3.597 1.888
H 1.448 3.761 -0.648
H 1.854 5.041 0.445
H 3.478 -2.063 -0.747
H 0.875 -2.999 0.461
H 1.460 -5.020 -0.937
H 3.044 -4.353 -1.232
H 1.556 -3.584 -1.945
O -2.319 0.096 3.987
H -1.717 -0.495 4.453
H -2.973 0.337 4.655
*
```

The total energy is -78391.7883 eV. As for the largest force on an atom: 2.42 eV Å⁻¹.

=====

Look up the largest force on an atom of the fifth one. 3.30 eV Å⁻¹